{
  "formula": "C22H39F5MnN2O3PSe2Te",
  "method": "ωB97M-V/def2-TZVPD",
  "species": ["Mn", "O", "C", "C", "C", "O", "C", "Se", "C", "Se", "H", "H", "H", "H", "H", "H", "H", "H", "H", "H", "C", "N", "C", "C", "N", "H", "H", "H", "H", "H", "H", "C", "C", "C", "C", "P", "C", "C", "C", "C", "C", "C", "C", "C", "C", "C", "H", "H", "H", "H", "H", "H", "H", "H", "H", "H", "H", "H", "H", "H", "H", "H", "H", "H", "H", "H", "H", "H", "H", "F", "Te", "F", "F", "F", "F", "O"],
  "xyz": [[-0.65, -0.02, 0.60], [-2.50, -1.25, 1.48], [-2.53, -1.84, 2.77], [-1.82, -0.95, 3.78], [-2.29, -1.39, 5.18], [-1.94, -2.73, 5.53], [-0.28, -1.06, 3.74], [0.47, -1.74, 2.06], [-2.29, 0.50, 3.63], [-1.56, 1.59, 2.18], [-3.07, -1.75, 0.86], [-2.04, -2.82, 2.72], [-3.58, -1.98, 3.08], [-3.38, -1.26, 5.25], [-1.82, -0.76, 5.93], [-2.15, -3.30, 4.79], [0.07, -1.74, 4.51], [0.14, -0.07, 3.92], [-2.03, 1.04, 4.54], [-3.38, 0.53, 3.52], [-2.29, -3.01, -3.53], [-1.44, -3.31, -2.38], [-0.71, -4.56, -2.33], [-1.16, -2.35, -1.53], [-0.97, -1.52, -0.76], [-3.06, -3.78, -3.60], [-1.70, -3.00, -4.45], [-2.76, -2.05, -3.37], [-1.41, -5.39, -2.41], [-0.18, -4.63, -1.38], [0.01, -4.63, -3.15], [3.40, 0.40, 1.35], [2.85, 1.71, 0.77], [2.37, 2.59, 1.93], [3.98, 2.39, 0.01], [1.34, 1.22, -0.24], [2.10, 0.18, -1.56], [2.07, -1.20, -1.35], [2.58, -2.08, -2.28], [3.15, -1.61, -3.46], [3.21, -0.24, -3.68], [2.70, 0.64, -2.73], [0.64, 2.75, -1.12], [1.60, 3.82, -1.64], [-0.19, 2.19, -2.26], [-0.33, 3.44, -0.15], [4.16, 0.65, 2.10], [3.87, -0.21, 0.58], [2.63, -0.20, 1.83], [3.17, 2.69, 2.66], [1.50, 2.15, 2.43], [2.10, 3.59, 1.59], [4.86, 2.42, 0.65], [3.75, 3.42, -0.26], [4.25, 1.84, -0.90], [1.63, -1.58, -0.43], [2.54, -3.15, -2.09], [3.54, -2.30, -4.19], [3.66, 0.15, -4.58], [2.77, 1.70, -2.94], [2.45, 3.44, -2.21], [1.99, 4.43, -0.82], [1.04, 4.50, -2.30], [0.43, 1.96, -3.14], [-0.94, 2.94, -2.56], [-1.48, 0.65, -2.38], [0.04, 3.50, 0.87], [-1.29, 2.92, -0.12], [-0.53, 4.45, -0.51], [-3.59, 2.25, -1.24], [-3.68, 0.37, -0.73], [-4.18, -1.59, -0.66], [-4.90, 0.68, 0.72], [-5.26, 0.43, -1.74], [-2.96, -0.06, -2.66], [-0.80, 1.02, -1.78]],
  "s_squared": 1.0938,
  "gap_ev": [6.52, 6.40],
  "spin_multiplicity": 2,
  "fmax_ev_per_a": 0.877,
  "e_lumo_ev": [2.32, 2.32],
  "e_tot_ev": -224755.61531,
  "total_charge": -1
}

=====

{
  "formula": "C22H39FIN7O5P",
  "method": "ωB97M-V/def2-TZVPD",
  "species": ["N", "C", "O", "N", "N", "N", "C", "C", "C", "O", "F", "N", "P", "O", "I", "H", "H", "H", "C", "C", "C", "C", "C", "C", "N", "O", "C", "C", "C", "H", "H", "H", "H", "H", "H", "H", "H", "H", "H", "H", "H", "H", "H", "H", "H", "H", "H", "C", "C", "C", "C", "C", "C", "N", "O", "C", "C", "C", "H", "H", "H", "H", "H", "H", "H", "H", "H", "H", "H", "H", "H", "H", "H", "H", "H", "H"],
  "xyz": [[-5.64, 1.78, -5.84], [-4.55, 1.58, -6.20], [-3.36, 1.20, -6.60], [-3.48, -0.03, -7.20], [-3.83, -0.12, -8.42], [-3.85, -1.39, -8.69], [-3.52, -2.05, -7.61], [-3.45, -3.51, -7.45], [-4.73, -4.18, -7.89], [-5.03, -5.29, -7.59], [-5.52, -3.44, -8.63], [-3.25, -1.18, -6.62], [-2.70, -1.37, -4.85], [-1.75, -2.65, -4.92], [-4.70, -2.16, -3.73], [-3.33, -3.80, -6.43], [-2.62, -3.90, -8.02], [-2.21, -3.47, -4.69], [-1.34, 1.17, -0.05], [-1.77, -0.29, -0.28], [-1.73, -1.07, 1.03], [-0.31, -1.40, 1.48], [0.45, -2.13, 0.37], [0.46, -1.36, -0.95], [-0.92, -0.92, -1.34], [-1.55, -1.91, -1.87], [1.41, -0.15, -0.83], [1.06, -2.24, -2.04], [-3.22, -0.19, -0.75], [-1.39, 1.75, -0.97], [-2.01, 1.64, 0.67], [-0.34, 1.28, 0.36], [-2.29, -2.00, 0.92], [-2.23, -0.50, 1.80], [0.22, -0.50, 1.78], [-0.35, -2.04, 2.37], [1.48, -2.30, 0.69], [0.00, -3.11, 0.22], [1.24, 0.56, -1.64], [2.44, -0.48, -0.89], [1.33, 0.38, 0.12], [0.54, -3.19, -2.15], [2.09, -2.47, -1.79], [1.05, -1.73, -3.00], [-3.29, 0.32, -1.71], [-3.79, 0.38, -0.02], [-3.69, -1.17, -0.83], [2.09, 3.98, 4.71], [1.69, 2.50, 4.54], [1.77, 1.78, 5.89], [3.20, 1.49, 6.33], [3.95, 0.73, 5.24], [3.92, 1.43, 3.88], [2.53, 1.84, 3.51], [1.90, 0.81, 3.05], [4.85, 2.66, 3.92], [4.51, 0.51, 2.83], [0.23, 2.55, 4.10], [2.01, 4.50, 3.75], [1.43, 4.47, 5.41], [3.10, 4.12, 5.09], [1.23, 0.83, 5.83], [1.26, 2.38, 6.65], [3.72, 2.42, 6.58], [3.19, 0.89, 7.25], [4.99, 0.58, 5.54], [3.51, -0.27, 5.15], [4.65, 3.33, 3.08], [5.89, 2.34, 3.84], [4.78, 3.24, 4.84], [3.99, -0.45, 2.78], [5.55, 0.30, 3.06], [4.47, 0.97, 1.84], [0.13, 3.00, 3.12], [-0.35, 3.14, 4.81], [-0.23, 1.56, 4.07]],
  "s_squared": 2.0084,
  "gap_ev": [5.08, 6.01],
  "spin_multiplicity": 3,
  "fmax_ev_per_a": 2.665,
  "e_lumo_ev": [-5.00, -5.00],
  "e_tot_ev": -64207.39107,
  "total_charge": 1
}

=====

{
  "formula": "C22H39HfN2O2P3",
  "method": "ωB97M-V/def2-TZVPD",
  "species": ["P", "C", "H", "H", "H", "C", "H", "H", "H", "C", "H", "H", "H", "P", "C", "H", "H", "H", "C", "H", "H", "H", "C", "H", "H", "H", "P", "C", "H", "H", "H", "C", "H", "H", "H", "C", "H", "H", "H", "Hf", "C", "O", "C", "O", "C", "C", "C", "C", "C", "C", "H", "H", "H", "H", "H", "H", "N", "C", "C", "C", "N", "C", "C", "H", "H", "H", "H", "H", "H"],
  "xyz": [[2.76, -0.61, 0.02], [3.56, -0.82, 1.65], [4.65, -0.87, 1.53], [3.23, -1.74, 2.15], [3.34, 0.03, 2.30], [3.37, -2.14, -0.77], [3.26, -2.11, -1.86], [2.82, -3.00, -0.40], [4.43, -2.29, -0.56], [3.85, 0.67, -0.69], [4.89, 0.33, -0.67], [3.78, 1.58, -0.08], [3.57, 0.90, -1.71], [-0.74, 2.59, -0.40], [-0.85, 3.66, 1.06], [-1.32, 4.60, 0.77], [0.14, 3.88, 1.47], [-1.47, 3.20, 1.83], [0.25, 3.67, -1.48], [0.20, 3.37, -2.53], [1.30, 3.66, -1.17], [-0.11, 4.69, -1.43], [-2.42, 2.78, -1.07], [-2.61, 3.84, -1.25], [-3.15, 2.41, -0.35], [-2.54, 2.24, -2.01], [-1.98, -1.98, 0.05], [-2.80, -2.32, 1.65], [-3.45, -3.20, 1.56], [-3.42, -1.48, 1.96], [-2.07, -2.53, 2.42], [-3.48, -1.85, -1.01], [-4.19, -2.64, -0.77], [-3.23, -1.94, -2.06], [-3.95, -0.88, -0.84], [-1.43, -3.69, -0.33], [-2.29, -4.36, -0.45], [-0.80, -4.08, 0.47], [-0.86, -3.72, -1.25], [0.01, -0.04, -1.04], [1.17, 1.24, 0.84], [1.68, 1.88, 1.70], [-1.64, 0.48, 0.83], [-2.38, 0.87, 1.68], [-1.32, -0.28, -2.90], [-0.66, -1.51, -2.74], [0.74, -1.58, -2.68], [1.49, -0.40, -2.81], [0.86, 0.84, -2.97], [-0.55, 0.90, -3.02], [-2.40, -0.24, -3.06], [-1.22, -2.43, -2.83], [1.24, -2.55, -2.63], [2.56, -0.45, -2.96], [1.45, 1.73, -3.18], [-1.04, 1.80, -3.36], [0.91, -3.43, 5.44], [0.72, -2.71, 4.31], [0.94, -3.31, 3.04], [0.77, -2.52, 1.90], [0.35, -1.25, 1.96], [0.14, -0.66, 3.15], [0.30, -1.36, 4.34], [1.22, -4.38, 5.40], [0.77, -3.04, 6.35], [1.25, -4.34, 2.96], [1.01, -2.96, 0.91], [-0.16, 0.38, 3.16], [0.13, -0.87, 5.27]],
  "gap_ev": 4.16,
  "fmax_ev_per_a": 13.210,
  "relative_energy_kcal_mol": 86.5,
  "e_lumo_ev": -15.05,
  "e_tot_ev": -59652.38842,
  "total_charge": 4
}

=====

{
  "formula": "C22H39I2N6O6S",
  "method": "ωB97M-V/def2-TZVPD",
  "species": ["C", "C", "O", "O", "C", "O", "C", "C", "C", "C", "I", "C", "C", "I", "C", "C", "S", "N", "N", "C", "C", "N", "H", "H", "H", "H", "H", "H", "H", "H", "H", "H", "H", "H", "H", "H", "H", "H", "H", "H", "C", "O", "N", "C", "C", "H", "H", "H", "H", "H", "H", "H", "C", "O", "N", "C", "C", "H", "H", "H", "H", "H", "H", "H", "C", "O", "N", "C", "C", "H", "H", "H", "H", "H", "H", "H"],
  "xyz": [[-4.19, -2.95, 5.43], [-4.01, -1.37, 4.97], [-3.95, -0.48, 6.00], [-3.95, -0.89, 3.57], [-2.52, -0.72, 3.14], [-1.63, -1.44, 3.88], [-2.06, 0.28, 1.93], [-0.67, 1.11, 2.20], [0.64, 0.64, 1.27], [0.62, -0.58, 0.18], [0.11, -2.56, 1.07], [-0.24, -0.28, -1.19], [0.78, -0.56, -2.49], [-0.95, 1.78, -1.41], [2.06, 1.48, 1.54], [1.91, 2.65, 2.72], [3.53, 3.59, 3.10], [0.67, 2.96, 3.48], [-0.45, 2.24, 3.17], [-1.70, 2.64, 3.98], [-1.79, 1.88, 5.45], [-2.97, 2.42, 6.23], [-3.96, -3.03, 6.59], [-3.47, -3.69, 4.89], [-5.34, -3.24, 5.32], [-2.93, 1.08, 1.79], [-2.06, -0.34, 0.92], [1.76, -0.72, -0.18], [-1.09, -1.11, -1.29], [1.08, -1.69, -2.59], [1.74, 0.14, -2.41], [0.26, -0.24, -3.51], [3.06, 1.26, 0.96], [4.40, 2.69, 3.77], [-1.56, 3.80, 4.24], [-2.69, 2.59, 3.35], [-0.81, 2.24, 6.04], [-1.72, 0.72, 5.39], [-3.89, 2.14, 5.82], [-2.90, 3.44, 6.42], [-1.06, -2.16, -5.57], [-0.23, -1.95, -4.69], [-1.32, -1.33, -6.63], [-2.32, -1.66, -7.63], [-0.59, -0.09, -6.76], [-1.67, -3.08, -5.57], [-1.83, -1.72, -8.61], [-3.08, -0.88, -7.65], [-2.80, -2.62, -7.41], [0.48, -0.32, -6.83], [-0.76, 0.52, -5.87], [-0.91, 0.46, -7.65], [0.95, 0.45, 7.62], [0.02, 1.23, 7.40], [1.04, -0.84, 7.16], [2.17, -1.69, 7.48], [-0.02, -1.37, 6.33], [1.81, 0.75, 8.25], [2.65, -1.99, 6.55], [1.80, -2.58, 8.01], [2.89, -1.17, 8.11], [-0.12, -0.75, 5.43], [-0.96, -1.33, 6.88], [0.19, -2.40, 6.04], [2.42, 1.51, -8.96], [1.89, 1.94, -7.94], [3.59, 0.79, -9.02], [4.15, 0.33, -10.27], [4.29, 0.49, -7.79], [1.97, 1.69, -9.96], [4.22, -0.76, -10.25], [5.15, 0.76, -10.40], [3.52, 0.63, -11.12], [3.63, -0.09, -7.14], [4.55, 1.43, -7.29], [5.20, -0.08, -7.99]],
  "gap_ev": 6.13,
  "fmax_ev_per_a": 9.524,
  "relative_energy_kcal_mol": 158.8,
  "e_lumo_ev": -4.66,
  "e_tot_ev": -71689.28008,
  "total_charge": 1
}

=====

{
  "formula": "C22H39KN4O6PS2",
  "method": "ωB97M-V/def2-TZVPD",
  "species": ["C", "C", "C", "C", "N", "C", "C", "N", "C", "O", "C", "C", "O", "C", "C", "C", "C", "N", "C", "C", "C", "S", "C", "S", "N", "C", "C", "O", "C", "C", "C", "P", "O", "O", "O", "H", "H", "H", "H", "H", "H", "H", "H", "H", "H", "H", "H", "H", "H", "H", "H", "H", "H", "H", "H", "H", "H", "H", "H", "H", "H", "H", "H", "H", "H", "H", "H", "H", "H", "H", "H", "H", "H", "H", "K"],
  "xyz": [[5.45, 1.79, 0.20], [4.10, 2.48, 0.66], [3.15, 2.72, -0.55], [2.13, 1.51, -0.70], [1.36, 1.77, -1.88], [0.30, 0.87, -2.28], [-0.25, 1.60, -3.54], [-0.61, 2.12, -4.46], [0.84, -0.46, -2.92], [1.83, -1.06, -2.12], [2.24, -2.28, -2.74], [3.07, -3.14, -1.72], [3.65, -2.29, -0.73], [3.65, -2.92, 0.55], [4.36, -1.94, 1.54], [-0.97, 0.64, -1.30], [-2.22, 0.86, -2.19], [-3.15, 1.05, -2.79], [-1.17, 1.77, -0.20], [-1.11, 1.29, 1.29], [-1.75, 2.46, 2.18], [-3.27, 1.82, 2.99], [-4.53, 1.76, 1.68], [-4.62, 3.06, 0.66], [-5.39, 0.69, 1.46], [-5.28, 0.13, 0.09], [-5.62, -1.40, 0.04], [-4.81, -2.19, 0.92], [-4.36, -1.46, 2.05], [-5.35, -0.34, 2.51], [-1.24, -0.84, -0.81], [-0.13, -1.80, 0.27], [0.32, -3.00, -0.43], [1.12, -1.03, 1.01], [-1.07, -2.39, 1.52], [6.25, 2.18, 0.86], [5.66, 1.92, -0.87], [5.33, 0.70, 0.39], [3.58, 1.74, 1.33], [4.29, 3.41, 1.25], [3.68, 2.85, -1.52], [2.56, 3.67, -0.41], [1.58, 1.50, 0.28], [2.77, 0.60, -0.70], [1.11, 2.75, -2.01], [0.02, -1.14, -3.27], [1.34, -0.13, -3.87], [2.80, -2.07, -3.67], [1.33, -2.89, -2.96], [3.82, -3.73, -2.29], [2.40, -3.87, -1.22], [4.24, -3.86, 0.48], [2.64, -3.13, 0.94], [5.08, -2.46, 2.20], [4.83, -1.14, 0.93], [3.57, -1.45, 2.16], [-2.17, 2.25, -0.30], [-0.45, 2.61, -0.29], [-0.08, 1.15, 1.69], [-1.71, 0.40, 1.52], [-1.05, 2.67, 3.02], [-1.95, 3.38, 1.59], [-5.98, 0.62, -0.61], [-4.23, 0.23, -0.26], [-5.52, -1.80, -0.99], [-6.67, -1.59, 0.34], [-3.39, -0.96, 1.78], [-4.20, -2.19, 2.87], [-5.19, 0.04, 3.53], [-6.37, -0.81, 2.52], [-1.43, -1.44, -1.73], [-2.25, -0.80, -0.32], [0.92, -0.81, 1.93], [-1.03, -1.72, 2.24], [3.21, 1.54, 3.21]],
  "gap_ev": 6.22,
  "fmax_ev_per_a": 5.647,
  "e_lumo_ev": -4.43,
  "e_tot_ev": -88967.20404,
  "total_charge": 1
}

=====

{
  "formula": "C22H39NO2P",
  "method": "ωB97M-V/def2-TZVPD",
  "species": ["C", "C", "C", "C", "C", "C", "C", "C", "C", "C", "C", "C", "C", "C", "C", "C", "C", "C", "O", "O", "C", "C", "P", "C", "C", "N", "H", "H", "H", "H", "H", "H", "H", "H", "H", "H", "H", "H", "H", "H", "H", "H", "H", "H", "H", "H", "H", "H", "H", "H", "H", "H", "H", "H", "H", "H", "H", "H", "H", "H", "H", "H", "H", "H", "H"],
  "xyz": [[5.13, -2.61, 1.73], [6.12, -1.87, 0.72], [5.43, -0.67, -0.02], [4.04, -1.06, -0.66], [3.44, 0.19, -1.48], [2.14, 0.69, -0.68], [1.23, 1.65, -1.56], [1.01, 3.10, -0.98], [0.79, 3.17, 0.58], [-0.34, 2.21, 1.13], [-1.60, 3.06, 1.65], [-2.32, 2.24, 2.79], [-3.86, 1.96, 2.47], [-4.15, 0.39, 2.33], [-3.85, -0.14, 0.89], [-4.15, 0.64, -0.32], [-3.79, 0.09, -1.63], [-4.01, 0.84, -3.00], [-4.96, 0.62, -3.67], [-3.00, 1.73, -3.34], [-3.15, -1.24, -1.68], [-2.92, -1.92, -0.42], [-2.06, -3.61, -0.42], [-0.22, -3.13, -0.23], [-2.15, -4.39, -2.12], [-3.25, -1.39, 0.81], [5.73, -3.33, 2.35], [4.36, -3.23, 1.20], [4.66, -1.87, 2.43], [7.08, -1.59, 1.23], [6.36, -2.64, -0.07], [6.10, -0.33, -0.86], [5.27, 0.24, 0.63], [3.28, -1.42, 0.10], [4.24, -1.93, -1.35], [3.20, -0.11, -2.53], [4.26, 0.96, -1.47], [2.53, 1.14, 0.26], [1.54, -0.25, -0.51], [1.78, 1.78, -2.55], [0.26, 1.15, -1.80], [1.91, 3.73, -1.22], [0.10, 3.53, -1.48], [0.51, 4.23, 0.83], [1.77, 2.95, 1.09], [-0.70, 1.46, 0.38], [0.10, 1.70, 2.04], [-2.28, 3.29, 0.78], [-1.20, 4.00, 2.11], [-2.26, 2.74, 3.80], [-1.80, 1.25, 2.88], [-4.17, 2.52, 1.55], [-4.44, 2.29, 3.38], [-3.48, -0.11, 3.09], [-5.21, 0.17, 2.61], [-4.63, 1.64, -0.29], [-2.43, 1.81, -2.55], [-2.81, -1.75, -2.61], [-0.16, -2.64, 0.78], [-0.04, -2.34, -1.02], [0.46, -4.01, -0.34], [-3.07, -4.13, -2.70], [-2.06, -5.50, -2.03], [-1.26, -4.01, -2.70], [-3.04, -1.93, 1.66]],
  "gap_ev": 7.53,
  "fmax_ev_per_a": 3.178,
  "smiles": "CCCCCCCCCCCCCCc1cc(C(=O)O)cc(P(C)C)[nH+]1",
  "e_lumo_ev": -4.62,
  "e_tot_ev": -38311.98080,
  "total_charge": 1
}